[1]
Density functional theory data (the ωB97M-V functional and the def2-TZVPD basis) for an isolated molecule of C5H3N at a distorted geometry.

Positions of all 9 atoms, in Å:
C (0.56, -0.68, -0.05)
C (-1.08, -1.82, 0.64)
C (-0.98, -0.68, 0.01)
C (1.19, 0.51, -0.03)
C (-2.18, 1.50, -0.39)
N (-1.63, 0.46, -0.17)
H (1.02, -1.56, -0.08)
H (2.35, 0.69, -0.13)
H (0.76, 1.58, 0.20)

Results
**Energy above the lowest of the compared OMol25 structures with the same formula, charge and spin**: 401.2 kJ/mol
**HOMO energy**: -9.86 eV
**LUMO**: -1.0 eV
**Multiplicity**: 1
**Energy**: -246.829211 hartree

---

[2]
Density functional theory data (the ωB97M-V functional and the def2-TZVPD basis) for a cluster of 2 separate species, C5H3N in total at a distorted geometry.

Positions of all 9 atoms, in Å:
C (3.16, 0.44, 0.02)
C (1.98, 0.54, -0.01)
C (-1.16, -0.44, 0.00)
C (-1.99, 0.58, -0.09)
C (-0.13, 0.60, 0.02)
N (-0.86, 1.63, 0.03)
H (4.14, 0.12, -0.19)
H (-1.25, -1.55, 0.14)
H (-3.06, 0.66, -0.36)

Results
**Energy above the lowest of the compared OMol25 structures with the same formula, charge and spin**: 580.1 kJ/mol
**HOMO energy (spin up / spin down)**: -9.57 / -9.57 eV
**LUMO (spin up / spin down)**: -0.7 / -0.7 eV
**Multiplicity**: 1
**Energy**: -246.761060 hartree

---

[3]
Density functional theory data (the ωB97M-V functional and the def2-TZVPD basis) for an isolated molecule of C5H3N3O2 at a distorted geometry.

Positions of all 13 atoms, in Å:
C (2.68, 1.49, -0.33)
C (-0.25, -0.26, 0.02)
C (0.77, 0.06, -0.83)
C (0.14, 0.12, 1.41)
C (2.03, 0.28, -0.16)
N (3.02, 2.55, -0.52)
N (1.37, 0.46, 1.52)
N (2.85, -0.92, 0.11)
O (2.39, -1.95, -0.35)
O (3.87, -0.75, 0.73)
H (-1.28, -0.40, -0.24)
H (0.68, 0.20, -1.85)
H (-0.37, 0.26, 2.34)

Results
**Energy above the lowest of the compared OMol25 structures with the same formula, charge and spin**: 565.9 kJ/mol
**HOMO energy**: -10.61 eV
**LUMO**: -1.0 eV
**Multiplicity**: 1
**Energy**: -506.869624 hartree

---

[4]
Density functional theory data (the ωB97M-V functional and the def2-TZVPD basis) for the ion C5H3N4O2 with charge +1 at a distorted geometry.

Positions of all 14 atoms, in Å:
C (0.17, 0.19, 0.29)
C (-1.06, -0.44, 0.03)
C (1.14, 0.21, -0.68)
C (-1.19, -1.15, -1.22)
C (-0.06, -1.17, -2.12)
N (-3.38, -1.99, -1.81)
N (1.01, -0.50, -1.83)
N (-2.36, -1.71, -1.55)
N (-0.15, -1.79, -3.44)
O (-1.23, -2.32, -3.58)
O (0.79, -1.71, -4.15)
H (0.17, 0.65, 1.22)
H (-1.98, -0.49, 0.60)
H (2.18, 0.71, -0.52)

Results
**HOMO energy**: -15.70 eV
**Net charge**: +1
**LUMO**: -6.8 eV
**Multiplicity**: 1
**Energy**: -561.388155 hartree